A molecular structure, C22H36N7O11P3STi in a non-equilibrium geometry. Source: the OMol25 dataset; level of theory: ωB97M-V/def2-TZVPD.

Last column: Löwdin charge in e.
Positions of all 81 atoms, in Å:
Ti  -0.118  0.651  0.388  1.082
O  -1.536  -2.044  -2.825  0.051
C  -0.552  -2.967  -2.762  -0.282
C  -0.608  -4.010  -3.687  -0.016
C  0.357  -4.997  -3.688  -0.082
C  1.401  -4.966  -2.767  -0.091
C  1.461  -3.936  -1.851  -0.026
C  0.497  -2.925  -1.828  -0.099
C  0.596  -1.841  -0.831  -0.422
O  -0.394  -0.981  -0.765  -0.206
N  1.600  -1.792  -0.011  0.126
N  1.353  -0.782  0.901  -0.073
C  2.077  -0.731  1.956  -0.046
C  1.652  -0.007  3.129  -0.146
C  2.522  0.132  4.215  -0.021
C  2.066  0.584  5.433  -0.075
C  0.708  0.849  5.595  -0.067
C  -0.170  0.714  4.539  -0.030
C  0.298  0.348  3.275  -0.315
O  -0.568  0.289  2.251  -0.300
H  -1.359  -1.382  -2.121  0.070
H  -1.422  -4.014  -4.400  0.118
H  0.299  -5.798  -4.414  0.103
H  2.157  -5.740  -2.769  0.098
H  2.262  -3.883  -1.126  0.110
H  2.956  -1.367  2.011  0.143
H  3.564  -0.122  4.065  0.119
H  2.749  0.711  6.262  0.103
H  0.334  1.170  6.559  0.107
H  -1.228  0.907  4.668  0.115
N  0.821  3.285  -3.896  0.158
C  0.154  2.089  -3.233  -0.460
C  -0.638  1.313  -4.280  -0.076
P  -0.983  2.862  -1.973  0.298
O  -0.106  4.069  -1.507  -0.279
O  -2.205  3.284  -2.684  -0.286
O  -1.153  1.786  -0.882  -0.466
P  1.584  1.125  -2.542  0.395
O  1.408  -0.346  -3.174  -0.111
O  2.805  1.773  -3.104  -0.297
O  1.414  0.995  -1.053  -0.347
H  0.347  3.552  -4.755  0.159
H  1.817  3.025  -4.038  0.117
H  0.771  4.057  -3.210  0.130
H  -1.442  1.941  -4.666  0.080
H  -1.088  0.434  -3.823  0.078
H  0.004  0.964  -5.093  0.087
H  0.430  4.392  -0.538  -0.055
H  2.161  -0.561  -3.737  0.098
S  -2.974  0.091  0.519  0.733
C  -2.761  -1.593  0.716  -0.789
N  -2.026  -2.109  1.701  0.040
C  -1.584  -3.497  1.715  -0.151
C  -2.687  -4.371  1.145  -0.152
C  -3.068  -3.859  -0.233  -0.152
N  -3.318  -2.425  -0.170  0.032
H  -1.530  -1.420  2.253  0.099
H  -1.359  -3.771  2.744  0.125
H  -0.665  -3.608  1.128  0.121
H  -3.554  -4.341  1.808  0.122
H  -2.349  -5.405  1.073  0.120
H  -3.973  -4.347  -0.595  0.125
H  -2.268  -4.064  -0.951  0.113
H  -3.759  -1.972  -0.954  0.125
N  3.845  1.542  1.069  0.059
C  1.109  4.676  0.527  -0.205
P  0.444  3.630  1.693  0.470
O  0.652  3.586  3.179  -0.329
O  0.601  2.205  1.037  -0.408
C  -1.406  3.832  1.614  -0.156
N  -1.865  2.967  2.754  0.127
H  3.479  2.419  1.428  0.009
H  4.765  1.763  0.700  0.018
H  3.257  1.317  0.269  -0.009
H  2.103  4.318  0.248  0.049
H  1.131  5.723  0.818  0.047
H  -1.850  3.483  0.687  0.082
H  -1.697  4.861  1.818  0.111
H  -2.775  3.215  3.128  0.159
H  -1.087  3.073  3.453  0.107
H  -1.884  1.975  2.469  0.084

E_HOMO ... -8.133 eV

A single C6H11N molecule. Source: the OMol25 dataset; level of theory: ωB97M-V/def2-TZVPD.

Last column: natural (NBO) charge in e.
Positions of all 18 atoms, in Å:
C  -2.342  -0.271  -0.634  -0.650
C  -1.134  0.618  -0.433  -0.224
C  0.210  0.070  -0.762  -0.466
C  1.071  -0.343  0.499  -0.302
C  2.575  -0.301  0.249  -0.601
C  0.584  0.465  1.664  0.242
N  -0.513  1.000  1.606  -0.597
H  -3.226  0.084  -0.089  0.208
H  -2.630  -0.308  -1.696  0.213
H  -2.145  -1.302  -0.316  0.208
H  -1.299  1.642  -0.776  0.192
H  -1.485  1.126  1.348  0.472
H  0.120  -0.829  -1.386  0.224
H  0.804  0.802  -1.321  0.214
H  0.800  -1.366  0.805  0.228
H  2.859  -1.005  -0.540  0.210
H  2.892  0.702  -0.059  0.206
H  3.121  -0.566  1.159  0.225

E_HOMO (alpha / beta) ... -7.066 / -7.062 eV

A single C6H11NO molecule in a non-equilibrium geometry. Source: the OMol25 dataset; level of theory: ωB97M-V/def2-TZVPD.

Last column: natural (NBO) charge in e.
Positions of all 19 atoms, in Å:
C  -1.443  0.611  -1.164  -0.600
C  -0.895  0.051  0.191  -0.249
C  -0.666  1.178  1.242  -0.597
C  0.360  -0.843  0.125  0.314
N  0.128  -2.106  0.666  -0.809
C  1.655  -0.633  -0.234  -0.448
C  2.061  0.577  -0.879  0.381
O  3.189  0.695  -1.336  -0.570
H  -2.331  1.156  -0.939  0.209
H  -0.753  1.243  -1.728  0.218
H  -1.711  -0.288  -1.751  0.215
H  -1.624  -0.679  0.599  0.198
H  -1.497  1.825  1.076  0.209
H  0.281  1.711  1.036  0.216
H  -0.630  0.730  2.280  0.218
H  -0.757  -2.528  0.894  0.395
H  0.952  -2.709  0.773  0.389
H  2.367  -1.374  0.020  0.209
H  1.313  1.384  -0.872  0.101

SMILES ... CC(C)/C(N)=C\C=O
E_HOMO ... -8.409 eV

A molecular structure, C19H13FN3O4Ru. Source: the OMol25 dataset; level of theory: ωB97M-V/def2-TZVPD.

Last column: natural (NBO) charge in e.
Positions of all 41 atoms, in Å:
Ru  -1.248  0.085  0.267  1.283
O  -2.218  -1.307  -0.896  -0.551
C  -1.635  -2.212  -1.505  0.459
C  -0.214  -2.405  -1.587  -0.303
C  0.225  -3.512  -2.329  -0.087
C  1.566  -3.742  -2.471  -0.007
C  2.516  -2.904  -1.896  -0.107
C  2.102  -1.814  -1.161  -0.259
C  0.743  -1.548  -0.997  0.449
O  0.456  -0.447  -0.276  -0.587
N  2.013  -4.910  -3.257  0.533
O  1.150  -5.617  -3.731  -0.354
O  3.207  -5.089  -3.343  -0.344
H  -2.263  -2.934  -2.036  0.185
H  -0.483  -4.186  -2.793  0.265
H  3.566  -3.122  -2.033  0.272
H  2.814  -1.145  -0.700  0.250
C  2.343  0.885  4.481  -0.156
C  2.288  2.143  3.888  -0.194
C  1.395  2.393  2.865  -0.204
C  0.556  1.365  2.438  0.143
C  0.608  0.103  3.018  -0.207
C  1.503  -0.131  4.048  -0.202
N  -0.372  1.578  1.381  -0.118
N  -0.661  2.757  1.098  -0.089
C  -1.533  2.832  0.004  0.043
C  -2.071  4.046  -0.373  -0.166
C  -2.927  4.073  -1.470  -0.133
C  -3.251  2.911  -2.163  -0.189
C  -2.740  1.683  -1.763  -0.186
C  -1.872  1.647  -0.676  -0.093
H  3.044  0.699  5.283  0.233
H  2.950  2.930  4.225  0.234
H  1.346  3.362  2.390  0.243
H  -0.071  -0.677  2.704  0.225
H  1.540  -1.104  4.517  0.233
H  -1.826  4.941  0.182  0.251
H  -3.357  5.014  -1.786  0.241
H  -3.924  2.962  -3.008  0.242
H  -3.023  0.775  -2.279  0.241
F  -2.240  -0.378  1.737  -0.488

Charge ... +1
E_HOMO (alpha / beta) ... -12.304 / -12.304 eV

A molecular structure, C34H42Cl3NNiO5PSSi3 in a non-equilibrium geometry. Source: the OMol25 dataset; level of theory: ωB97M-V/def2-TZVPD.

Last column: Mulliken spin population.
Positions of all 91 atoms, in Å:
Ni  -0.047  -0.726  -0.456  1.732
C  -3.488  2.365  -2.461  0.005
Si  -2.207  1.602  -1.240  0.018
C  -3.131  1.694  0.439  0.004
C  -0.710  2.789  -1.234  0.001
C  -1.700  -0.168  -1.716  0.040
Si  -1.120  -0.374  -3.542  -0.019
C  -0.076  -1.903  -3.993  0.006
C  -0.213  1.167  -4.220  0.003
C  -2.737  -0.516  -4.595  0.010
Si  -2.823  -1.572  -1.116  -0.043
C  -2.671  -3.254  -2.027  -0.001
C  -4.696  -1.163  -1.028  0.010
C  -2.244  -2.155  0.617  0.030
C  -3.028  -2.484  1.714  -0.001
C  -2.478  -3.196  2.767  -0.003
C  -1.160  -3.614  2.662  0.005
C  -0.421  -3.201  1.563  0.009
N  -0.936  -2.454  0.595  0.027
H  -3.812  3.341  -2.110  0.000
H  -4.369  1.739  -2.549  0.000
H  -3.075  2.492  -3.455  0.000
H  -2.944  2.638  0.940  0.000
H  -4.204  1.608  0.303  0.000
H  -2.816  0.902  1.109  -0.001
H  -0.797  3.573  -0.489  -0.001
H  -0.563  3.265  -2.197  0.001
H  0.185  2.211  -1.017  -0.003
H  0.601  -2.121  -3.175  -0.003
H  0.537  -1.701  -4.865  0.000
H  -0.668  -2.787  -4.197  0.001
H  0.711  1.327  -3.676  -0.002
H  -0.811  2.068  -4.159  0.000
H  0.045  1.020  -5.264  0.000
H  -3.339  -1.367  -4.299  -0.001
H  -2.495  -0.634  -5.646  0.000
H  -3.358  0.366  -4.498  0.001
H  -3.027  -3.206  -3.050  0.000
H  -3.228  -4.037  -1.517  0.000
H  -1.626  -3.548  -2.044  -0.001
H  -5.016  -0.696  -1.952  -0.001
H  -4.922  -0.477  -0.220  0.000
H  -5.298  -2.056  -0.886  0.001
H  -4.061  -2.174  1.733  0.001
H  -3.074  -3.449  3.635  0.000
H  -0.700  -4.229  3.421  0.001
H  0.612  -3.499  1.434  -0.001
O  1.861  -3.663  -0.546  0.001
S  2.397  -2.315  -0.621  0.013
O  3.739  -2.267  -1.152  0.004
O  1.475  -1.422  -1.351  0.081
C  2.536  -1.872  1.146  -0.016
C  3.207  -2.861  1.838  0.003
C  3.420  -2.754  3.202  0.003
C  2.948  -1.641  3.875  0.001
C  2.296  -0.639  3.177  0.001
C  2.093  -0.732  1.802  0.042
P  1.306  0.621  0.834  -0.038
C  2.317  2.159  0.997  0.016
C  2.676  2.837  -0.164  0.002
C  3.464  3.970  -0.109  0.000
C  3.893  4.456  1.116  0.000
C  3.541  3.789  2.275  0.001
C  2.757  2.648  2.219  0.007
C  0.017  1.106  2.105  -0.001
C  -0.655  0.128  2.834  0.015
C  -1.649  0.453  3.737  0.002
C  -2.004  1.778  3.931  0.008
C  -1.356  2.764  3.206  -0.004
C  -0.364  2.431  2.302  0.007
H  3.557  -3.713  1.276  0.000
H  3.953  -3.530  3.731  0.000
H  3.088  -1.548  4.945  0.000
H  1.941  0.232  3.708  0.000
H  2.386  2.435  -1.124  0.002
H  3.759  4.463  -1.025  0.000
H  4.512  5.342  1.165  0.000
H  3.886  4.150  3.235  0.000
H  2.506  2.147  3.141  0.001
H  -0.386  -0.912  2.704  0.004
H  -2.146  -0.334  4.289  0.000
H  -2.788  2.040  4.627  0.001
H  -1.629  3.801  3.343  0.000
H  0.126  3.215  1.745  0.000
Cl  5.617  -0.959  0.784  0.000
C  5.485  -0.209  -0.796  0.000
Cl  6.342  1.345  -0.732  0.000
Cl  6.235  -1.211  -2.010  0.000
C  3.986  0.166  -1.184  0.001
O  3.809  0.506  -2.328  0.000
O  3.242  0.191  -0.182  0.016

Charge ... -1
Multiplicity ... 3
Expectation value of S² ... 2.007
E_HOMO (alpha / beta) ... -5.679 / -6.047 eV

A single C23H19F3N2O4S molecule. Source: the OMol25 dataset; level of theory: ωB97M-V/def2-TZVPD.

Last column: natural (NBO) charge in e.
Positions of all 52 atoms, in Å:
O  3.484  1.855  0.387  -0.587
C  2.488  1.725  -0.282  0.668
C  1.686  2.926  -0.800  -0.175
O  0.343  2.881  -0.326  -0.513
C  -0.634  2.702  -1.209  0.820
O  -0.492  2.663  -2.401  -0.593
C  -2.022  2.693  -0.548  -0.125
C  -2.018  2.781  0.997  -0.423
C  -1.629  1.480  1.643  -0.039
C  -0.331  1.248  2.081  -0.207
C  0.022  0.025  2.621  -0.193
C  -0.918  -0.986  2.731  -0.224
C  -2.219  -0.759  2.318  -0.227
C  -2.572  0.468  1.784  -0.177
N  -2.717  1.513  -1.012  -0.594
C  -2.073  0.331  -1.110  0.688
O  -0.856  0.242  -1.001  -0.672
C  -2.899  -0.847  -1.365  -0.319
C  -2.432  -2.114  -1.591  -0.171
C  -3.462  -3.056  -1.763  -0.259
C  -4.700  -2.502  -1.660  -0.381
S  -4.634  -0.818  -1.353  0.429
N  1.956  0.537  -0.668  -0.658
C  2.451  -0.708  -0.272  0.258
C  1.539  -1.646  0.215  -0.256
C  1.961  -2.873  0.679  -0.181
C  3.311  -3.192  0.672  -0.234
C  4.218  -2.298  0.141  -0.159
C  3.800  -1.064  -0.355  -0.183
C  4.857  -0.237  -1.038  0.983
F  5.658  -1.040  -1.782  -0.338
F  5.685  0.395  -0.199  -0.312
F  4.387  0.669  -1.906  -0.323
H  2.143  3.842  -0.416  0.217
H  1.692  2.927  -1.896  0.235
H  -2.543  3.568  -0.955  0.236
H  -1.333  3.573  1.294  0.236
H  -3.028  3.053  1.314  0.215
H  0.409  2.028  1.993  0.222
H  1.037  -0.142  2.948  0.223
H  -0.639  -1.944  3.143  0.214
H  -2.963  -1.537  2.411  0.213
H  -3.597  0.641  1.483  0.196
H  -3.722  1.542  -1.074  0.405
H  -1.382  -2.342  -1.635  0.244
H  -3.293  -4.101  -1.954  0.233
H  -5.655  -2.982  -1.745  0.242
H  0.985  0.526  -0.970  0.448
H  0.494  -1.375  0.227  0.240
H  1.239  -3.580  1.059  0.212
H  3.652  -4.140  1.056  0.216
H  5.265  -2.554  0.088  0.228

SMILES ... O=C(COC(=O)[C@H](Cc1ccccc1)NC(=O)c1cccs1)Nc1ccccc1C(F)(F)F
E_HOMO ... -8.787 eV

Here are the calculated energy relative to the best compared isomer or geometry (same formula, charge and spin) numbers, same order: 10.8 100.5 32.2 0.0 62.6 1.5 (kcal/mol).
Here are the calculated molar mass numbers, same order: 747.4 97.2 113.2 467.4 857.1 476.5 (g/mol).